# C3H11N2S

A 2-piece molecular cluster, C3H11N2S overall in a non-equilibrium geometry (ωB97M-V/def2-TZVPD, the Open Molecules 2025 dataset).

Bonds (Å) are listed after each position.
Cartesian coordinates (Å):
1 C 2.2834 1.5840 0.4874  N2 1.459, H5 1.089, H6 1.092, H7 1.085
2 N 1.2101 0.6051 0.3500  C1 1.459, C3 1.312, H8 1.009
3 C 0.7667 -0.0817 1.3761  N2 1.312, N4 1.307, H9 1.085
4 N -0.2260 -0.9315 1.3563  C3 1.307, H10 1.028, H11 1.004
5 H 1.9272 2.5825 0.2387  C1 1.089
6 H 3.0525 1.3527 -0.2525  C1 1.092
7 H 2.7525 1.5480 1.4648  C1 1.085
8 H 0.7778 0.4181 -0.5418  N2 1.009
9 H 1.2821 0.1427 2.3042  C3 1.085
10 H -0.8002 -1.0518 0.5125  N4 1.028
11 H -0.6322 -1.3246 2.1863  N4 1.004
12 C -1.9546 -0.3356 -1.5628  S13 1.816, H14 1.092, H15 1.092, H16 1.090
13 S -2.6096 -1.8722 -0.8509  C12 1.816, H17 1.344
14 H -1.9803 0.4624 -0.8182  C12 1.092
15 H -0.9488 -0.4712 -1.9656  C12 1.092
16 H -2.5797 0.0264 -2.3786  C12 1.090
17 H -2.3211 -2.6533 -1.9059  S13 1.344

As for the molecular weight: 107.202 g mol⁻¹. For the largest force on an atom, the calculation gives 1.31 eV/Å. The calculation puts the energy above the lowest of the compared OMol25 structures with the same formula, charge and spin at 10.4 kcal/mol. As for the charge: +1. The value obtained for the HOMO energy is -12.91 eV.

Atomic partial charges in e from the Mulliken method, atoms 1 to 6: -0.77 -0.07 0.29 -0.15 0.32 0.32